Molecular formula: C3H12O2S
Method: DFT, the ωB97M-V functional and the def2-TZVPD basis

Last column: natural (NBO) charge in e.
Cartesian coordinates (Å):
1 C 0.74 1.31 1.60  -0.6280
2 C -0.10 0.04 1.94  -0.5895
3 S 0.41 -1.47 1.28  0.1826
4 C 1.09 -0.91 -0.31  -0.8429
5 H 1.53 1.53 2.30  0.1994
6 H 1.09 1.37 0.55  0.2202
7 H 0.04 2.16 1.65  0.2093
8 H -0.08 -0.05 3.02  0.2110
9 H -1.18 0.22 1.84  0.2121
10 H 2.02 -0.25 -0.20  0.2052
11 H 0.27 -0.30 -0.79  0.2128
12 H 1.27 -1.86 -0.87  0.2275
13 H 0.08 1.54 -1.98  0.4518
14 H 0.34 1.51 -3.43  0.3828
15 O 0.46 2.08 -2.69  -1.0515
16 H -3.10 -0.90 -2.18  0.3974
17 H -2.25 0.22 -2.82  0.2833
18 O -2.59 -0.12 -1.92  -1.2835

Its spin multiplicity is 2. The expectation value of S² is 0.750. The energy above the lowest of the compared OMol25 structures with the same formula, charge and spin comes out at 19.8 kcal/mol. The value obtained for the total energy is -18234.382 eV. The total charge is -1. The orbital gap (spin up / spin down) comes out at 2.44 / 8.41 eV.

Molecular formula: C3H12O2S
Method: DFT, the ωB97M-V functional and the def2-TZVPD basis

Last column: natural (NBO) charge in e.
Cartesian coordinates (Å):
1 C -1.99 -0.13 -0.94  -0.6214
2 C -2.10 -1.63 -1.33  -0.5479
3 S -0.62 -2.62 -1.36  0.2066
4 C 0.54 -1.57 -2.26  -0.7836
5 H -2.75 0.11 -0.19  0.2122
6 H -2.18 0.52 -1.79  0.2088
7 H -1.02 0.11 -0.51  0.2150
8 H -2.56 -1.69 -2.32  0.2070
9 H -2.75 -2.04 -0.57  0.2293
10 H 0.59 -1.88 -3.33  0.2121
11 H 0.25 -0.54 -2.46  0.2316
12 H 1.57 -1.70 -1.95  0.2304
13 O 2.07 3.66 4.63  -0.9249
14 H 1.15 3.76 4.91  0.4601
15 H 2.06 2.77 4.32  0.4647
16 O 2.56 1.33 1.70  -0.9502
17 H 1.90 0.77 2.12  0.4721
18 H 3.27 0.78 1.32  0.4782

Its spin multiplicity is 1. The energy above the lowest of the compared OMol25 structures with the same formula, charge and spin comes out at 21.3 kcal/mol. The SMILES is CCSC.O.O. The value obtained for the total energy is -18235.160 eV. The total charge is 0. The orbital gap comes out at 8.97 eV.

Molecular formula: C3H12O2S
Method: DFT, the ωB97M-V functional and the def2-TZVPD basis

Last column: natural (NBO) charge in e.
Cartesian coordinates (Å):
1 C 0.86 -2.21 -1.79  -0.6381
2 C 0.43 -1.10 -0.84  -0.5841
3 S -1.17 -1.44 -0.06  0.8512
4 C -1.31 -0.14 1.17  -0.7985
5 H -0.06 -2.77 -1.92  0.2194
6 H 1.63 -2.89 -1.42  0.2488
7 H 1.20 -1.92 -2.79  0.2569
8 H 0.39 -0.10 -1.30  0.2885
9 H 1.14 -0.99 0.01  0.2603
10 H -0.41 0.41 1.33  0.2688
11 H -2.16 0.43 0.72  0.3253
12 H -1.80 -0.50 2.08  0.2844
13 H 1.03 3.03 2.29  0.5012
14 H 1.45 1.68 2.26  0.4799
15 O 0.78 2.21 1.81  -0.9652
16 H -0.90 2.30 -1.27  0.4887
17 H -0.12 2.03 0.09  0.4986
18 O -0.98 1.96 -0.37  -0.9862

Its spin multiplicity is 2. The expectation value of S² is 0.753. The energy above the lowest of the compared OMol25 structures with the same formula, charge and spin comes out at 2.6 kcal/mol. The value obtained for the total energy is -18227.225 eV. The total charge is +1. The orbital gap (spin up / spin down) comes out at 12.09 / 7.49 eV.